No. 1
{
  "formula": "C19H15MoN9O4S5",
  "method": "ωB97M-V with the def2-TZVPD basis set",
  "species": ["Mo", "N", "N", "C", "N", "N", "N", "O", "O", "H", "H", "H", "H", "H", "S", "C", "S", "S", "S", "C", "C", "N", "C", "S", "C", "N", "O", "C", "O", "C", "C", "C", "C", "C", "C", "N", "C", "C", "C", "C", "C", "C", "N", "H", "H", "H", "H", "H", "H", "H", "H", "H", "H"],
  "xyz": [[-0.142827, 0.190235, 0.321638], [2.417660, -1.236271, -3.019906], [2.828835, -2.478184, -2.586016], [2.821383, -2.816135, -1.288970], [3.157356, -4.085281, -1.029079], [2.409975, -1.896391, -0.391796], [2.571251, -2.111205, 0.930917], [3.368535, -2.930144, 1.408515], [1.907922, -1.395859, 1.680972], [1.501562, -1.267114, -3.445965], [3.097787, -0.820451, -3.638261], [2.930777, -3.232214, -3.247544], [3.432547, -4.704020, -1.771502], [3.359311, -4.328514, -0.075344], [-3.359315, -1.371233, -2.734023], [-2.260221, -0.839051, -1.655845], [-2.437183, 0.541975, -0.635394], [-0.716163, -1.577385, -1.361669], [1.705780, 1.453893, 1.422530], [2.326678, 2.572411, 0.268635], [3.331367, 3.478891, 0.729290], [4.125846, 4.210469, 1.126972], [1.883273, 2.582873, -1.013241], [0.624894, 1.522485, -1.530165], [2.416989, 3.472447, -1.995308], [2.826733, 4.170233, -2.813893], [-3.315043, 7.531468, 2.380452], [-2.725951, 6.896933, 1.347586], [-2.515310, 7.485381, 0.328993], [-2.355475, 5.453757, 1.536219], [-2.633369, 4.709034, 2.678496], [-2.250580, 3.386474, 2.773208], [-1.551887, 2.766936, 1.733508], [-1.313620, 3.500741, 0.575448], [-1.705006, 4.822042, 0.482999], [-1.111285, 1.417790, 1.816866], [-1.095353, 0.826451, 2.961236], [-0.922047, -0.596780, 3.006604], [-1.042689, -1.324613, 4.186293], [-1.008903, -2.699171, 4.133511], [-0.856370, -3.307970, 2.892372], [-0.718965, -2.523993, 1.768479], [-0.737598, -1.183281, 1.803171], [-3.420440, 6.963558, 3.148222], [-3.171366, 5.128491, 3.520837], [-2.533621, 2.838394, 3.660808], [-0.817280, 3.036441, -0.264667], [-1.510894, 5.392601, -0.415166], [-1.252278, 1.365542, 3.887088], [-1.165886, -0.790329, 5.119228], [-1.104809, -3.295775, 5.030454], [-0.837084, -4.384370, 2.801707], [-0.589612, -2.969958, 0.793878]],
  "forces_ev_per_a": [[0.1, 1.4, -1.8], [-0.1, 0.4, -0.1], [-0.1, 0.0, -0.1], [-0.1, 0.3, 1.0], [0.0, -0.1, 0.2], [0.0, -0.1, -0.6], [0.4, -0.5, 0.7], [-0.2, -0.1, -0.7], [0.0, -0.3, -0.7], [-0.1, 0.0, 0.1], [0.1, 0.0, 0.0], [0.0, 0.0, -0.1], [0.1, 0.0, 0.1], [0.1, 0.0, 0.2], [0.1, 0.1, 0.1], [-0.3, -0.1, -0.3], [0.4, 0.0, 0.4], [0.6, 0.2, 0.3], [-0.3, -0.3, -0.3], [0.0, 0.0, -0.1], [0.1, 0.2, 0.1], [-0.1, -0.1, 0.0], [0.0, -0.1, 0.1], [0.0, -0.3, -0.3], [0.1, 0.2, -0.2], [0.0, -0.1, 0.1], [-0.1, 0.2, 0.0], [0.0, 0.0, 0.0], [0.0, 0.0, 0.0], [0.1, -0.2, 0.0], [0.0, 0.1, 0.0], [0.0, -0.3, 0.1], [0.0, 0.7, -0.1], [0.1, -0.2, 0.0], [-0.1, 0.2, 0.0], [-0.2, -0.4, 0.8], [-0.3, 0.6, -0.1], [0.1, -0.7, 0.0], [0.0, 0.5, 0.0], [0.1, -0.3, -0.2], [-0.1, 0.1, 0.4], [0.1, 0.1, -0.2], [-0.3, -1.0, 1.2], [0.0, -0.1, 0.0], [0.0, 0.0, 0.0], [0.0, 0.0, 0.0], [0.0, 0.0, 0.0], [0.0, 0.0, 0.0], [-0.1, 0.0, 0.0], [0.0, 0.0, 0.0], [0.0, 0.0, 0.0], [0.0, 0.0, -0.1], [0.0, 0.1, -0.1]],
  "mulliken_charge": [0.58, -0.42, -0.17, 0.64, -0.37, -0.20, 0.80, -0.75, -0.42, 0.19, 0.25, 0.16, 0.19, 0.21, -0.23, 0.25, -0.17, -0.38, -0.31, 0.90, -0.20, -0.46, 0.48, -0.51, -0.23, -0.47, -0.49, 0.56, -0.53, 1.10, -1.20, -1.31, 0.43, 0.61, -1.28, 0.56, -0.43, 0.60, -0.97, -0.39, -0.95, -0.03, 0.36, 0.27, 0.17, 0.30, 0.60, 0.49, 0.44, 0.44, 0.45, 0.43, 0.41],
  "homo_ev": [-7.633, -7.898],
  "spin_multiplicity": 3,
  "lumo_ev": [-2.1392, -2.4004],
  "total_charge": 0,
  "e_above_lowest_kj_mol": 71.5
}


No. 2
{
  "formula": "C6H9FS",
  "method": "ωB97M-V with the def2-TZVPD basis set",
  "species": ["C", "C", "C", "C", "F", "C", "C", "S", "H", "H", "H", "H", "H", "H", "H", "H", "H"],
  "xyz": [[-1.227841, 2.075838, -0.647806], [-0.232401, 1.340523, 0.206447], [-0.039820, 0.027747, 0.237611], [-0.864663, -0.923820, -0.652919], [-0.545372, -0.745168, -1.982040], [1.148248, -0.409504, 1.029550], [1.731725, -1.725796, 0.537818], [1.670531, 0.305004, 2.383618], [-1.468383, 1.605291, -1.606059], [-0.975032, 3.134850, -0.813637], [-2.172869, 2.186456, -0.097081], [0.202705, 1.998384, 0.957331], [-0.767072, -2.000203, -0.364470], [-1.931168, -0.644156, -0.569299], [2.809444, -1.883122, 0.774188], [1.036115, -2.455063, 1.098393], [1.625851, -1.887261, -0.491647]],
  "forces_ev_per_a": [[-0.6, 0.3, 0.0], [-1.6, 1.3, -0.2], [0.6, -0.4, -0.2], [-0.2, 0.3, 1.2], [0.3, -0.3, -0.5], [-0.3, -1.1, -0.4], [-0.2, -0.4, 2.5], [0.2, 0.1, 0.1], [0.2, 0.0, 0.2], [0.4, -0.5, -0.1], [0.0, -0.3, 0.1], [0.6, -0.4, -0.2], [0.1, 0.9, -0.4], [0.4, -0.2, 0.2], [-1.0, 0.2, 0.3], [1.4, 0.5, -0.9], [-0.4, -0.1, -1.6]],
  "mulliken_charge": [-1.31, -0.22, 0.69, -0.64, -0.27, 0.33, -1.21, -0.31, 0.33, 0.36, 0.31, 0.29, 0.28, 0.36, 0.32, 0.30, 0.39],
  "homo_ev": -8.490,
  "lumo_ev": -0.2298,
  "total_charge": 0,
  "e_above_lowest_kj_mol": 135.4
}


No. 3
{
  "formula": "C12H17F2NO13Pt2",
  "method": "ωB97M-V with the def2-TZVPD basis set",
  "species": ["Pt", "Pt", "C", "O", "O", "O", "C", "O", "O", "O", "C", "C", "C", "O", "C", "N", "H", "H", "H", "H", "H", "H", "H", "H", "H", "H", "H", "C", "C", "O", "C", "O", "O", "F", "H", "H", "H", "C", "C", "O", "C", "O", "O", "F", "H", "H", "H"],
  "xyz": [[1.786551, -4.898316, 1.402083], [3.906806, -0.597380, 2.205495], [0.810344, -1.452694, 0.016520], [1.853720, -0.882773, -0.280589], [0.516693, -2.529743, -0.489519], [0.932540, -1.676633, 1.177894], [4.218108, -3.796688, 4.009292], [4.440577, -2.641057, 4.432461], [3.183738, -4.521406, 4.268596], [4.435931, -3.757798, 2.734553], [2.905129, 3.312781, 5.672733], [1.885703, 3.124537, 4.549196], [0.885013, 4.253210, 4.345953], [0.371286, 4.161287, 3.037508], [-0.735160, 3.365586, 2.796413], [2.625623, 2.890752, 3.288285], [3.561193, 4.178121, 5.578563], [3.511494, 2.408267, 5.720427], [2.287827, 3.512873, 6.548519], [1.354651, 2.182509, 4.685805], [1.384409, 5.221833, 4.324112], [0.115549, 4.335327, 5.113603], [-1.052208, 3.506425, 1.763094], [-1.441393, 3.501826, 3.615420], [-0.335465, 2.363493, 2.951818], [1.833076, 2.948952, 2.664922], [3.219909, 3.682059, 3.086398], [-4.471579, -3.919388, -2.307247], [-3.730761, -4.662823, -3.369509], [-4.602654, -4.539438, -4.573528], [-5.580716, -3.684056, -4.306585], [-6.642388, -3.559577, -4.984649], [-5.308713, -3.119066, -3.073615], [-3.633550, -6.011506, -3.203563], [-3.821198, -3.228872, -1.770321], [-5.045677, -4.522612, -1.603941], [-2.727258, -4.249670, -3.471435], [0.175902, 1.567313, -5.072392], [-0.719481, 0.359981, -4.967914], [-0.736531, -0.080988, -6.362909], [-0.176360, 0.819393, -7.202273], [-0.261934, 0.810296, -8.437164], [0.270056, 1.850303, -6.479565], [-1.905459, 0.779732, -4.608087], [1.170846, 1.348787, -4.684555], [-0.256737, 2.324612, -4.418611], [-0.457454, -0.477776, -4.321691]],
  "forces_ev_per_a": [[0.5, 1.0, 0.7], [-0.7, -0.6, 0.1], [5.1, -4.5, -2.1], [2.9, 6.2, -4.1], [-4.7, -2.9, -5.3], [-2.3, 0.7, 12.3], [-6.4, 2.1, -3.0], [1.6, 0.4, 2.3], [2.0, -0.7, 1.1], [1.7, -1.2, -1.9], [-1.2, 0.1, 0.0], [1.6, -0.3, -0.2], [0.4, 0.5, -0.4], [0.2, 2.1, -0.6], [0.8, -1.3, 1.2], [-0.5, -0.6, 0.4], [-0.1, 0.1, -0.5], [-0.1, 0.1, 0.4], [0.5, -0.4, 0.6], [-0.2, 0.0, 0.4], [0.3, 0.0, 0.3], [-0.3, -0.4, 0.1], [-0.3, 0.1, 0.4], [-0.8, 0.2, -0.5], [-0.7, -0.8, -0.5], [0.5, 0.0, -1.1], [0.1, 0.3, -0.1], [0.2, 0.3, 0.4], [-0.4, -1.2, -1.4], [1.7, 0.0, 0.9], [-4.4, -0.1, -1.1], [5.0, 0.1, 3.0], [-2.4, 1.3, -1.4], [0.1, 0.4, 0.4], [0.1, -0.3, 0.2], [0.1, -0.3, -0.1], [-0.1, -0.2, -0.9], [1.2, -0.6, 0.5], [1.7, -0.5, -2.3], [-0.2, -1.0, 0.8], [-1.9, 0.7, -3.0], [0.8, -0.4, 4.0], [0.5, 0.8, 0.8], [-2.5, 0.3, 0.4], [0.1, 0.0, -0.2], [0.0, 0.6, -0.8], [0.4, 0.0, -0.3]],
  "mulliken_charge": [0.83, 0.80, 0.89, -0.59, -0.65, -0.53, 0.79, -0.53, -0.57, -0.50, -1.45, 0.33, -0.55, -0.43, -0.58, -0.55, 0.35, 0.34, 0.37, 0.24, 0.28, 0.39, 0.23, 0.31, 0.25, 0.28, 0.25, -0.29, 0.38, -0.30, 0.70, -0.55, -0.35, -0.28, 0.22, 0.25, 0.22, -0.36, 0.30, -0.32, 0.67, -0.55, -0.32, -0.27, 0.26, 0.28, 0.30],
  "homo_ev": [-9.677, -9.148],
  "spin_multiplicity": 5,
  "lumo_ev": [-3.7639, -3.6297],
  "total_charge": 0
}


Max |F| for every record listed, in sequence, given in eV/A: 2.3, 2.5, 12.5.